No. 1
Density functional theory data (ωB97M-V/def2-TZVPD) for a structure of composition C13H26BCrF4NO10 at a distorted geometry.

Geometry (Å):
Cr: 0.623241 0.225730 0.807682
C: -1.306139 5.648504 1.003951
C: -0.894022 4.504425 1.920431
O: -0.660438 3.229898 1.223426
H: -1.986896 5.407187 0.187599
H: -0.433761 6.100300 0.531763
H: -1.813658 6.455976 1.531691
H: -1.687003 4.461750 2.667059
H: -0.008141 4.884264 2.429401
B: 3.042761 -0.564108 2.951684
F: 3.134955 -1.975372 3.138024
F: 1.826097 -0.085992 3.356233
F: 3.925600 0.043320 3.771408
F: 3.368477 -0.128351 1.691108
C: -1.484002 -4.484140 0.995592
O: -1.829223 -4.312214 2.400102
C: -1.519368 -3.240229 2.994958
O: -0.960895 -2.206573 2.578027
O: -1.800690 -3.451366 4.336691
C: -1.663378 -2.411544 5.320934
H: -0.456204 -4.809672 0.835127
H: -1.701659 -3.698340 0.272231
H: -2.116644 -5.355515 0.826595
H: -0.785432 -1.806954 5.093383
H: -1.491698 -2.855121 6.301683
H: -2.505907 -1.720315 5.342244
C: 1.643074 -3.579071 -3.465989
O: 2.788728 -3.460381 -2.749184
C: 2.903037 -2.961922 -1.480817
O: 1.959442 -2.448427 -0.806503
O: 4.213496 -2.903463 -1.072953
C: 5.293698 -3.144647 -1.979080
H: 1.627517 -4.571630 -3.916175
H: 1.796991 -2.996790 -4.374481
H: 0.824540 -3.380561 -2.774104
H: 5.113843 -3.964444 -2.674550
H: 6.267637 -3.165039 -1.490050
H: 5.380233 -2.329455 -2.697463
C: -2.395520 2.253568 -3.065698
O: -3.496562 1.654105 -2.395594
C: -3.274169 0.649695 -1.547213
O: -2.214998 0.224032 -1.206888
O: -4.506370 0.180065 -1.124285
C: -5.548080 1.108701 -0.603154
H: -2.830880 3.019097 -3.707977
H: -1.918994 1.452936 -3.631388
H: -1.636140 2.699805 -2.423589
H: -6.580682 0.806508 -0.777798
H: -5.483914 2.079910 -1.093807
H: -5.503672 1.257305 0.475752
C: 2.932507 4.405071 -2.453944
C: 2.515980 3.060248 -2.111634
N: 2.123031 2.050215 -1.830509
H: 3.644552 4.619203 -1.656918
H: 2.054662 5.050407 -2.486032
H: 3.491040 4.479409 -3.387000

Forces on atoms 1 to 2 (eV/Å):
Cr 0.2 -0.1 0.2
C 0.1 0.4 -1.3

Computed properties:
Energy above the lowest of the compared OMol25 structures with the same formula, charge and spin: 578.4 kJ/mol
Spin multiplicity: 9
Frontier orbital gap (alpha / beta): 3.196 / 3.514 eV

The molecule's Löwdin atomic charges, reported in e, are given here: atom 1 (Cr): 0.340, atom 2 (C): -0.103, atom 3 (C): -0.300, atom 4 (O): -0.049, atom 5 (H): 0.068, atom 6 (H): 0.067, atom 7 (H): 0.074, atom 8 (H): 0.101, atom 9 (H): 0.102, atom 10 (B): -1.436, atom 11 (F): 0.063, atom 12 (F): 0.087, atom 13 (F): 0.142, atom 14 (F): 0.115, atom 15 (C): 0.037, atom 16 (O): 0.113, atom 17 (C): -0.457, atom 18 (O): 0.385, atom 19 (O): 0.062, atom 20 (C): -0.003, atom 21 (H): 0.115, atom 22 (H): 0.114, atom 23 (H): 0.107, atom 24 (H): 0.105, atom 25 (H): 0.109, atom 26 (H): 0.106, atom 27 (C): -0.078, atom 28 (O): -0.055, atom 29 (C): -0.446, atom 30 (O): 0.040, atom 31 (O): 0.006, atom 32 (C): -0.054, atom 33 (H): 0.092, atom 34 (H): 0.101, atom 35 (H): 0.100, atom 36 (H): 0.086, atom 37 (H): 0.098, atom 38 (H): 0.089, atom 39 (C): -0.033, atom 40 (O): -0.034, atom 41 (C): -0.590, atom 42 (O): 0.100, atom 43 (O): -0.040, atom 44 (C): -0.025, atom 45 (H): 0.094, atom 46 (H): 0.099, atom 47 (H): 0.093, atom 48 (H): 0.081, atom 49 (H): 0.080, atom 50 (H): 0.082, atom 51 (C): -0.064, atom 52 (C): -0.295, atom 53 (N): 0.161, atom 54 (H): 0.086, atom 55 (H): 0.083, atom 56 (H): 0.081

=====

No. 2
Density functional theory data (ωB97M-V/def2-TZVPD) for a structure of composition C17H26AuF6N3OPSSb at a distorted geometry.

Geometry (Å):
Au: 0.349945 0.732530 -0.567537
O: 2.262709 1.141083 -1.159642
N: 2.734932 2.397852 -1.053263
C: 4.043651 2.531049 -1.247770
C: 4.639362 3.790102 -1.249886
C: 3.872942 4.919456 -1.020416
C: 2.519516 4.761457 -0.776003
C: 1.929400 3.486189 -0.799837
S: 0.281399 3.296944 -0.514253
H: 4.589656 1.613549 -1.412951
H: 5.703567 3.854184 -1.432804
H: 4.320542 5.904096 -1.022476
H: 1.881833 5.606027 -0.550791
N: -4.668622 0.058570 -0.373146
C: -4.074078 1.162441 -1.197945
C: -2.611072 0.872627 -1.514560
N: -1.814487 0.643075 -0.286499
C: -2.404926 -0.475194 0.503989
C: -3.853051 -0.199241 0.866648
H: -4.735428 -0.797801 -0.930339
H: -5.629565 0.300878 -0.113636
H: -4.183967 2.080073 -0.619078
H: -4.652993 1.259246 -2.115061
H: -2.212754 1.729055 -2.057798
H: -2.510695 -0.002744 -2.158645
H: -1.835170 1.470494 0.319920
H: -1.842000 -0.593993 1.421739
H: -2.302478 -1.395455 -0.077479
H: -3.943591 0.684736 1.499831
H: -4.290448 -1.045756 1.392884
C: 1.960076 -1.691679 -2.164362
P: 1.401813 -1.444477 -0.475822
C: 2.789622 -1.286014 0.639656
C: 0.322272 -2.748633 0.003024
C: 0.316456 -3.208150 1.328548
C: -0.443071 -4.316386 1.660341
C: -1.232908 -4.932055 0.696498
C: -1.248388 -4.468160 -0.616690
C: -0.486437 -3.369043 -0.964749
H: 1.127903 -1.731987 -2.863749
H: 2.496653 -2.644649 -2.180363
H: 2.634389 -0.888702 -2.452908
H: 3.280016 -2.264733 0.630159
H: 2.468123 -1.033206 1.648245
H: 3.470173 -0.522306 0.276041
H: 0.894342 -2.708100 2.093165
H: -0.411459 -4.707276 2.668176
H: -1.844621 -5.782167 0.969891
H: -1.832315 -4.983404 -1.367323
H: -0.501081 -3.014259 -1.988323
F: 0.131354 -0.346769 1.933290
Sb: 0.493585 1.178350 3.104967
F: -1.001430 0.618832 4.065858
F: 1.735237 0.066667 3.935885
F: 1.793357 1.588581 1.735674
F: 0.863551 2.739266 4.014655
F: -0.741359 2.114923 1.916997

Forces on atoms 1 to 2 (eV/Å):
Au 0.6 0.8 -0.3
O -0.2 -0.2 -0.1

Computed properties:
Energy above the lowest of the compared OMol25 structures with the same formula, charge and spin: 0.0 kJ/mol
Charge: +3
Spin multiplicity: 2
Frontier orbital gap (alpha / beta): 6.520 / 5.548 eV

The molecule's Löwdin atomic charges, reported in e, are given here: atom 1 (Au): 0.967, atom 2 (O): -0.303, atom 3 (N): -0.146, atom 4 (C): 0.064, atom 5 (C): 0.065, atom 6 (C): 0.033, atom 7 (C): 0.004, atom 8 (C): -0.585, atom 9 (S): 0.972, atom 10 (H): 0.165, atom 11 (H): 0.149, atom 12 (H): 0.148, atom 13 (H): 0.137, atom 14 (N): 0.079, atom 15 (C): -0.068, atom 16 (C): -0.155, atom 17 (N): -0.154, atom 18 (C): -0.151, atom 19 (C): -0.058, atom 20 (H): 0.195, atom 21 (H): 0.201, atom 22 (H): 0.153, atom 23 (H): 0.155, atom 24 (H): 0.126, atom 25 (H): 0.138, atom 26 (H): 0.077, atom 27 (H): 0.107, atom 28 (H): 0.124, atom 29 (H): 0.156, atom 30 (H): 0.157, atom 31 (C): -0.183, atom 32 (P): 0.933, atom 33 (C): -0.166, atom 34 (C): -0.383, atom 35 (C): -0.059, atom 36 (C): -0.017, atom 37 (C): -0.010, atom 38 (C): -0.043, atom 39 (C): -0.094, atom 40 (H): 0.062, atom 41 (H): 0.096, atom 42 (H): 0.054, atom 43 (H): 0.099, atom 44 (H): 0.043, atom 45 (H): 0.059, atom 46 (H): 0.111, atom 47 (H): 0.132, atom 48 (H): 0.131, atom 49 (H): 0.125, atom 50 (H): 0.105, atom 51 (F): -0.430, atom 52 (Sb): 1.419, atom 53 (F): -0.316, atom 54 (F): -0.310, atom 55 (F): -0.393, atom 56 (F): -0.290, atom 57 (F): -0.430

=====

No. 3
Density functional theory data (ωB97M-V/def2-TZVPD) for the ion CH3N4O with charge +1 at a distorted geometry.

Geometry (Å):
C: -2.340512 0.648454 -0.066818
N: -1.581594 0.353978 0.871173
N: -0.346386 0.037017 0.811625
N: 0.241405 0.173787 -0.286773
N: 1.546758 -0.373419 -0.231146
O: -3.387972 0.886371 -0.585957
H: 2.355333 0.128108 -0.480787
H: 1.549348 -1.270052 -0.721749
H: 1.963621 -0.584244 0.690433

Forces on atoms 1 to 2 (eV/Å):
C -6.6 1.4 -2.2
N -0.2 0.3 0.3

Computed properties:
Energy above the lowest of the compared OMol25 structures with the same formula, charge and spin: 175.2 kJ/mol
Charge: +1
SMILES: [NH3+]/N=N/N=C=O
Spin multiplicity: 1
Frontier orbital gap: 10.374 eV

The molecule's Löwdin atomic charges, reported in e, are given here: atom 1 (C): -0.143, atom 2 (N): 0.123, atom 3 (N): 0.003, atom 4 (N): 0.037, atom 5 (N): 0.187, atom 6 (O): 0.261, atom 7 (H): 0.158, atom 8 (H): 0.186, atom 9 (H): 0.188

=====

No. 4
Density functional theory data (ωB97M-V/def2-TZVPD) for a structure of composition C32H32N7O5S4Tl.

Geometry (Å):
Tl: 1.438514 -2.157176 0.446754
O: -2.339143 -4.300879 -0.263643
C: -1.282399 -3.685716 -0.235815
O: -0.554566 -3.417125 0.778707
C: -0.757527 -3.159493 -1.575653
C: -1.485202 -3.262729 -2.749874
C: -0.931806 -2.753162 -3.916238
C: 0.333694 -2.180293 -3.892003
C: 1.006219 -2.127973 -2.685302
N: 0.442789 -2.597173 -1.577901
C: 2.426042 -1.587330 -2.540212
O: 2.939752 -1.029338 -3.496402
O: 2.948642 -1.825708 -1.391335
H: -2.454033 -3.739703 -2.716246
H: -1.482348 -2.811077 -4.847474
H: 0.818107 -1.786927 -4.774319
S: 2.888444 -3.928447 1.508152
C: 2.285783 -3.291916 3.010609
C: 2.667160 -3.805604 4.258363
C: 2.184899 -3.208459 5.400666
C: 1.335604 -2.108049 5.301413
C: 0.994168 -1.666811 4.042310
N: 1.446048 -2.248080 2.927077
H: 3.332845 -4.655845 4.297418
H: 2.473234 -3.589791 6.372375
H: 0.951864 -1.610845 6.181066
H: 0.349779 -0.808118 3.902799
C: 1.469315 4.204824 1.919028
C: 1.775466 3.018011 2.840283
C: 2.352557 1.871254 2.079512
N: 1.794730 0.735164 1.899201
N: 2.527208 -0.117017 1.115050
C: 3.634536 0.408817 0.653501
N: 4.489724 -0.213309 -0.175037
S: 3.892599 2.016492 1.248538
H: 0.947044 4.988329 2.468062
H: 0.851690 3.882897 1.080812
H: 2.390288 4.628056 1.513795
H: 0.865928 2.661591 3.326014
H: 2.477370 3.330297 3.616564
H: 4.046930 -0.894594 -0.811845
H: 5.226243 0.344399 -0.571546
O: -0.401947 -0.600894 0.392866
S: -1.375036 -0.781698 1.539228
C: -1.845883 0.888880 2.014330
C: -2.397024 1.095435 3.268270
C: -2.795437 2.375240 3.630976
C: -2.630855 3.428250 2.742515
C: -2.059032 3.207292 1.493912
C: -1.650950 1.934796 1.125913
C: -2.916440 -1.218423 0.744478
C: -3.091669 -0.897096 -0.590656
C: -4.275799 -1.258587 -1.213569
C: -5.256477 -1.936936 -0.501208
C: -5.056411 -2.263397 0.832971
C: -3.873050 -1.911254 1.463842
H: -2.526453 0.263795 3.952501
H: -3.232259 2.548981 4.605940
H: -2.943478 4.425319 3.025806
H: -1.921895 4.032588 0.807347
H: -1.166896 1.748422 0.173112
H: -2.295232 -0.393476 -1.126991
H: -4.428197 -1.022471 -2.259013
H: -6.173848 -2.232264 -0.994193
H: -5.811861 -2.816738 1.374634
H: -3.687599 -2.197254 2.492297
C: -0.758002 1.218974 -4.181343
N: 0.347176 2.135335 -4.061854
C: 0.858464 2.848499 -5.222518
C: 2.109105 3.561200 -4.680075
N: 2.246584 2.956386 -3.366606
C: 1.209015 2.169143 -3.016613
S: 1.056387 1.366159 -1.567387
H: -1.693721 1.756086 -4.352778
H: -0.831894 0.654134 -3.254073
H: -0.590352 0.525330 -5.009977
H: 0.114229 3.550233 -5.602663
H: 1.103413 2.146298 -6.024935
H: 1.962309 4.640543 -4.609554
H: 2.984444 3.368185 -5.298687
H: 2.978381 3.163542 -2.713469

Forces on atoms 1 to 2 (eV/Å):
Tl 0.1 -0.4 0.0
O 0.0 0.0 0.0

Computed properties:
Energy above the lowest of the compared OMol25 structures with the same formula, charge and spin: 0.0 kJ/mol
Spin multiplicity: 1
Frontier orbital gap: 8.089 eV

The molecule's Löwdin atomic charges, reported in e, are given here: atom 1 (Tl): 0.831, atom 2 (O): 0.055, atom 3 (C): -0.616, atom 4 (O): -0.129, atom 5 (C): -0.154, atom 6 (C): 0.017, atom 7 (C): -0.027, atom 8 (C): 0.002, atom 9 (C): -0.167, atom 10 (N): 0.098, atom 11 (C): -0.611, atom 12 (O): 0.052, atom 13 (O): -0.148, atom 14 (H): 0.123, atom 15 (H): 0.111, atom 16 (H): 0.120, atom 17 (S): 0.685, atom 18 (C): -0.747, atom 19 (C): -0.091, atom 20 (C): -0.069, atom 21 (C): -0.068, atom 22 (C): -0.136, atom 23 (N): -0.029, atom 24 (H): 0.104, atom 25 (H): 0.108, atom 26 (H): 0.100, atom 27 (H): 0.088, atom 28 (C): -0.101, atom 29 (C): -0.230, atom 30 (C): -0.594, atom 31 (N): 0.040, atom 32 (N): -0.072, atom 33 (C): -0.701, atom 34 (N): 0.129, atom 35 (S): 1.089, atom 36 (H): 0.074, atom 37 (H): 0.061, atom 38 (H): 0.064, atom 39 (H): 0.108, atom 40 (H): 0.109, atom 41 (H): 0.039, atom 42 (H): 0.098, atom 43 (O): -0.596, atom 44 (S): 1.043, atom 45 (C): -0.355, atom 46 (C): -0.083, atom 47 (C): -0.079, atom 48 (C): -0.080, atom 49 (C): -0.075, atom 50 (C): -0.070, atom 51 (C): -0.366, atom 52 (C): -0.067, atom 53 (C): -0.065, atom 54 (C): -0.069, atom 55 (C): -0.064, atom 56 (C): -0.065, atom 57 (H): 0.111, atom 58 (H): 0.105, atom 59 (H): 0.104, atom 60 (H): 0.108, atom 61 (H): 0.066, atom 62 (H): 0.110, atom 63 (H): 0.106, atom 64 (H): 0.105, atom 65 (H): 0.108, atom 66 (H): 0.119, atom 67 (C): -0.056, atom 68 (N): -0.159, atom 69 (C): -0.115, atom 70 (C): -0.130, atom 71 (N): 0.019, atom 72 (C): -0.796, atom 73 (S): 0.751, atom 74 (H): 0.091, atom 75 (H): 0.042, atom 76 (H): 0.087, atom 77 (H): 0.120, atom 78 (H): 0.123, atom 79 (H): 0.113, atom 80 (H): 0.115, atom 81 (H): 0.131

=====

No. 5
Density functional theory data (ωB97M-V/def2-TZVPD) for a structure of composition C11H21N7O2RhSe at a distorted geometry.

Geometry (Å):
Rh: 0.339574 0.018860 -0.411781
N: 2.049374 0.716960 -1.813681
C: 1.773174 2.043360 -2.363881
C: 1.313874 2.960860 -1.235281
N: 0.096774 2.448960 -0.588981
C: -1.187826 2.821360 -1.198181
C: -1.727326 1.717660 -2.108881
N: -1.738726 0.452260 -1.379181
H: 2.260874 0.052960 -2.555281
H: 2.853674 0.756360 -1.182281
H: 2.665274 2.470760 -2.840181
H: 1.002574 1.958760 -3.131281
H: 2.103574 3.017060 -0.480481
H: 1.152874 3.973060 -1.626181
H: 0.102774 2.752160 0.381519
H: -1.911826 2.998360 -0.398981
H: -1.097726 3.745060 -1.779181
H: -2.741226 1.993460 -2.427781
H: -1.121726 1.608060 -3.011581
H: -2.354126 0.508560 -0.565081
H: -2.069526 -0.297340 -1.988681
Se: 3.348674 -2.969340 -0.402581
N: 2.393174 -4.380540 -0.309681
C: 1.096974 -4.140640 -0.267481
C: -0.000026 -5.015040 -0.191981
C: -1.254526 -4.457040 -0.137881
C: -1.430026 -3.058240 -0.172281
N: -0.417526 -2.224440 -0.274881
C: 0.821174 -2.725440 -0.313481
N: 1.898074 -1.939340 -0.401881
H: 0.164874 -6.083340 -0.172081
H: -2.131426 -5.083040 -0.083781
H: -2.424626 -2.634440 -0.120481
N: -1.188326 0.797560 4.328619
C: 0.184074 0.499660 3.856719
C: 0.136574 0.473960 2.313919
O: 1.187174 0.544960 1.650819
O: -0.989226 0.366360 1.787319
H: -1.501926 0.186560 5.093619
H: -1.787126 0.640260 3.476219
H: -1.295526 1.767060 4.648119
H: 0.496974 -0.496240 4.183419
H: 0.928174 1.213160 4.215019

Forces on atoms 1 to 2 (eV/Å):
Rh 0.0 0.2 0.1
N -0.3 -0.4 0.7

Computed properties:
Charge: +3
Spin multiplicity: 5
Frontier orbital gap (alpha / beta): 8.358 / 5.928 eV

The molecule's Löwdin atomic charges, reported in e, are given here: atom 1 (Rh): 1.358, atom 2 (N): -0.019, atom 3 (C): -0.199, atom 4 (C): -0.162, atom 5 (N): -0.084, atom 6 (C): -0.156, atom 7 (C): -0.202, atom 8 (N): -0.011, atom 9 (H): 0.115, atom 10 (H): 0.115, atom 11 (H): 0.149, atom 12 (H): 0.117, atom 13 (H): 0.138, atom 14 (H): 0.146, atom 15 (H): 0.124, atom 16 (H): 0.138, atom 17 (H): 0.145, atom 18 (H): 0.147, atom 19 (H): 0.118, atom 20 (H): 0.108, atom 21 (H): 0.120, atom 22 (Se): 1.318, atom 23 (N): -0.209, atom 24 (C): -0.330, atom 25 (C): 0.081, atom 26 (C): 0.010, atom 27 (C): -0.060, atom 28 (N): 0.027, atom 29 (C): -0.465, atom 30 (N): -0.310, atom 31 (H): 0.150, atom 32 (H): 0.133, atom 33 (H): 0.132, atom 34 (N): 0.206, atom 35 (C): -0.020, atom 36 (C): -0.651, atom 37 (O): -0.034, atom 38 (O): -0.041, atom 39 (H): 0.192, atom 40 (H): 0.160, atom 41 (H): 0.190, atom 42 (H): 0.158, atom 43 (H): 0.156

=====

Number 1: E -2786.60107 Ha. Number 2: E -2616.63993 Ha. Number 3: E -333.76618 Ha. Number 4: E -3763.42065 Ha. Number 5: E -3476.46535 Ha.